P:
The following is a DFT calculation (wB97M-V/def2-TZVPD) of a cluster of 6 separate species, C2H15NO5 in total.

Summary:
Orbital gap: 4.61 eV
E_LUMO: -5.10 eV

CARTESIAN COORDINATES (ANGSTROEM)
1 C -0.29 -1.01 1.54
2 N 0.58 0.11 1.97
3 C 1.49 0.43 0.92
4 O 0.28 1.41 -1.98
5 H 0.29 -1.93 1.56
6 H -0.72 -0.88 0.54
7 H -1.04 -1.04 2.32
8 H 0.93 0.48 -0.08
9 H 1.97 1.40 1.07
10 H 2.25 -0.37 0.84
11 H -0.62 1.35 -1.53
12 H -2.61 0.30 -0.70
13 H -0.15 0.99 1.86
14 O -1.78 0.79 -0.68
15 H -1.68 1.13 0.33
16 H -1.46 2.54 1.59
17 O -1.29 1.59 1.53
18 H 2.40 -0.52 -2.02
19 H 0.74 0.57 -1.94
20 O 1.63 -0.80 -1.51
21 H 0.54 -1.89 -1.09
22 H -0.14 -3.29 -1.60
23 O -0.21 -2.53 -1.03

=====

Q:
The following is a DFT calculation (wB97M-V/def2-TZVPD) of a cluster of 5 separate species, C2H15NO5 in total.

Summary:
Orbital gap: 10.25 eV
E_LUMO: 0.46 eV
SMILES: CNCO.O.O.O.O

CARTESIAN COORDINATES (ANGSTROEM)
1 C 1.03 1.28 -0.41
2 N -0.13 0.69 0.21
3 C 0.03 0.19 1.57
4 O 0.82 -0.97 1.92
5 H 0.71 1.88 -1.27
6 H 1.76 0.61 -0.88
7 H 1.63 1.81 0.33
8 H -0.61 0.03 -0.39
9 H 0.62 0.97 2.05
10 H -1.00 -0.05 1.83
11 H 0.37 -1.76 1.68
12 O -3.24 1.84 1.00
13 H -2.40 1.78 0.51
14 H -2.90 1.99 1.89
15 O -3.17 -0.01 -1.29
16 H -3.72 0.68 -1.68
17 H -3.45 -0.07 -0.37
18 O 2.90 -1.30 0.10
19 H 3.19 -0.59 -0.46
20 H 2.18 -0.90 0.63
21 O 1.92 -1.64 -2.77
22 H 2.82 -1.36 -2.67
23 H 1.59 -2.17 -2.04

=====

What is the stability order? It is Q, P, from most stable to least stable.

=====

P:
The following is a DFT calculation (wB97M-V/def2-TZVPD) of the molecule C3H4O2S.

Summary:
Orbital gap: 9.06 eV
E_LUMO: 0.55 eV
SMILES: S=C1OCCO1

CARTESIAN COORDINATES (ANGSTROEM)
1 S 3.01 -0.04 0.05
2 C 1.43 0.00 -0.28
3 O 0.68 -1.12 -0.44
4 C -0.73 -0.72 0.26
5 C -0.66 0.66 -0.08
6 O 0.73 1.03 -0.16
7 H -1.53 -1.13 -0.36
8 H -0.74 -1.08 1.35
9 H -1.09 0.94 -0.99
10 H -1.11 1.45 0.64

=====

Q:
The following is a DFT calculation (wB97M-V/def2-TZVPD) of the molecule C3H4O2S.

Summary:
Orbital gap: 9.64 eV
E_LUMO: -0.06 eV
SMILES: CC(=O)C(=O)S

CARTESIAN COORDINATES (ANGSTROEM)
1 C 0.27 1.00 -1.11
2 C -0.30 -0.13 -0.32
3 O -1.34 -0.67 -0.57
4 C 0.47 -0.61 1.00
5 O 1.68 -0.66 0.95
6 S -0.61 -1.09 2.38
7 H 0.02 1.99 -0.57
8 H -0.17 0.99 -2.15
9 H 1.36 0.96 -1.10
10 H -1.37 -1.78 1.49

=====

R:
The following is a DFT calculation (wB97M-V/def2-TZVPD) of the molecule C3H4O2S.

Summary:
Orbital gap: 9.93 eV
E_LUMO: 0.15 eV

CARTESIAN COORDINATES (ANGSTROEM)
1 C -0.18 0.50 -0.87
2 C 0.63 -0.67 -0.53
3 C -0.81 0.88 0.40
4 O -0.19 1.14 -1.89
5 O 0.49 -1.31 2.16
6 S 0.85 -0.15 1.36
7 H 0.16 -1.66 -0.53
8 H 1.54 -0.79 -0.99
9 H -0.86 1.91 0.51
10 H -1.64 0.15 0.38

=====

What is the stability order? It is Q, P, R, from most stable to least stable.

=====

P:
The following is a DFT calculation (wB97M-V/def2-TZVPD) of the ion C5H9N2O with charge +1.

Summary:
Charge: +1
Orbital gap: 10.16 eV
E_LUMO: -3.72 eV
SMILES: [NH3+][C@@]1(O)CC=CC=N1

CARTESIAN COORDINATES (ANGSTROEM)
1 N -2.18 -0.31 -0.32
2 C -0.51 -0.30 -0.34
3 O -0.07 -0.89 -1.45
4 C 0.04 1.07 -0.35
5 C 1.47 1.12 0.02
6 C 2.00 0.18 0.78
7 C 1.10 -0.92 1.25
8 N -0.11 -1.04 0.94
9 H -2.22 -0.98 0.40
10 H -2.63 -0.61 -1.22
11 H -2.56 0.63 -0.05
12 H 0.00 -1.85 -1.44
13 H -0.46 1.76 0.43
14 H -0.31 1.59 -1.23
15 H 2.02 1.93 -0.36
16 H 3.02 0.22 0.98
17 H 1.40 -1.61 1.97

=====

Q:
The following is a DFT calculation (wB97M-V/def2-TZVPD) of the ion C5H9N2O with charge +1.

Summary:
Charge: +1
Orbital gap: 9.00 eV
E_LUMO: -4.79 eV
SMILES: C=C(C)/[NH+]=C\NC=O

CARTESIAN COORDINATES (ANGSTROEM)
1 C 0.74 1.19 -1.05
2 C 1.09 0.32 -0.10
3 C 2.26 0.42 0.81
4 N 0.41 -1.00 -0.10
5 C -0.83 -1.38 -0.08
6 N -2.11 -0.76 -0.12
7 C -2.48 0.55 0.20
8 O -1.67 1.37 0.58
9 H 0.02 0.78 -1.74
10 H 1.22 2.03 -1.52
11 H 2.87 1.17 0.25
12 H 2.66 -0.63 0.78
13 H 1.84 0.82 1.79
14 H 1.06 -1.67 0.10
15 H -0.85 -2.41 0.10
16 H -2.71 -1.55 -0.16
17 H -3.52 0.76 0.26

=====

What is the stability order? It is P, Q, from most stable to least stable.

=====

P:
The following is a DFT calculation (wB97M-V/def2-TZVPD) of a structure of composition C6H8N2O.

Summary:
Orbital gap: 10.20 eV
E_LUMO: 0.90 eV

CARTESIAN COORDINATES (ANGSTROEM)
1 C -1.73 -0.05 0.85
2 C -1.14 0.90 -0.21
3 C -1.20 -1.05 -0.22
4 C 0.34 -0.80 0.12
5 C 2.35 -0.25 -0.14
6 C 0.38 0.63 -0.39
7 H -2.83 0.01 0.98
8 H -1.39 -0.12 1.89
9 H -1.47 1.91 -0.49
10 H -1.55 -2.09 -0.31
11 H 0.38 -0.85 1.22
12 H 3.43 -0.23 -0.26
13 H 2.13 1.82 -0.18
14 H 0.50 0.59 -1.49
15 N 1.64 -1.31 -0.34
16 N 1.72 0.97 0.20
17 O -1.55 -0.09 -1.22

=====

Q:
The following is a DFT calculation (wB97M-V/def2-TZVPD) of the molecule C6H8N2O.

Summary:
Orbital gap: 9.94 eV
E_LUMO: 0.90 eV
SMILES: CC1=N[C@@H]2[C@H]1C(=O)N2C

CARTESIAN COORDINATES (ANGSTROEM)
1 C -2.50 0.54 -0.55
2 C -1.41 0.06 0.27
3 N -0.83 -1.09 0.36
4 C 0.38 -0.63 1.15
5 C -0.34 0.90 0.91
6 C 0.84 1.07 0.00
7 O 1.19 1.96 -0.71
8 N 1.35 -0.27 0.16
9 C 2.26 -1.09 -0.63
10 H -2.41 0.18 -1.59
11 H -2.46 1.70 -0.63
12 H -3.39 0.18 -0.02
13 H 0.47 -1.15 2.01
14 H -0.63 1.67 1.63
15 H 3.22 -1.30 -0.13
16 H 1.82 -2.11 -0.68
17 H 2.43 -0.63 -1.56

=====

R:
The following is a DFT calculation (wB97M-V/def2-TZVPD) of a structure of composition C6H8N2O.

Summary:
Orbital gap: 10.06 eV
E_LUMO: 0.69 eV

CARTESIAN COORDINATES (ANGSTROEM)
1 N 2.65 -0.91 0.66
2 C 1.68 -0.26 0.50
3 C 0.25 -0.03 0.42
4 N -0.35 1.31 0.56
5 C -1.65 0.57 0.70
6 C -1.89 0.05 -0.74
7 C -0.70 -0.86 -0.47
8 C -0.90 -0.78 1.02
9 H -0.10 1.66 1.48
10 H -2.43 1.05 1.29
11 H -2.81 -0.54 -0.80
12 H -1.84 0.78 -1.55
13 H -0.32 -1.70 -1.05
14 H -0.95 -1.53 1.81
15 O 3.24 0.75 -1.25
16 H 2.50 0.56 -1.87
17 H 3.62 -0.14 -0.70

=====

What is the stability order? It is Q, P, R, from most stable to least stable.